(1)
One molecule with the formula C3H4N2 in a non-equilibrium geometry, computed with ωB97M-V/def2-TZVPD.

Summary:
SMILES: N#C[C@H]1CN1
HOMO in hartree: -0.392
M in g/mol: 68.08
HOMO-LUMO gap in hartree: 0.4187
Largest force on an atom in eV/A: 3.18
Total energy in Eh: -226.15015
Relative energy (zero: lowest compared OMol25 entry of this formula, charge and spin) in kcal per mole: 47.1

Structure (ORCA input):
```
! wB97M-V def2-TZVPD RIJCOSX def2/J DEFGRID3
* xyz 0 1
N -0.2952 2.6046 -0.9814
C -0.1478 1.7365 -0.2027
C -0.2166 0.3697 0.3777
C -0.1076 -0.9093 -0.4149
N 1.0082 -0.4251 0.3569
H -0.8516 0.3904 1.2313
H 0.2015 -0.9161 -1.5106
H -0.6360 -1.8411 -0.1043
H 1.0451 -1.0096 1.2479
*
```

Here are the Löwdin charges for atoms 1 to 2, given in e: N 0.135; C -0.150

(2)
One molecule with the formula C3H4N2 in a non-equilibrium geometry, computed with ωB97M-V/def2-TZVPD.

Summary:
SMILES: N=C=C1CN1
HOMO (spin up / spin down) in hartree: -0.295 / -0.295
M in g/mol: 68.08
HOMO-LUMO gap (spin up / spin down) in hartree: 0.2918 / 0.2919
Largest force on an atom in eV/A: 1.15
Total energy in Eh: -226.01206
Relative energy (zero: lowest compared OMol25 entry of this formula, charge and spin) in kcal per mole: 133.7

Structure (ORCA input):
```
! wB97M-V def2-TZVPD RIJCOSX def2/J DEFGRID3
* xyz 0 1
N -0.0908 -2.0229 -1.0239
C -0.4875 -0.8235 -1.4191
C -0.2188 -0.0164 -0.3529
C 0.6218 0.8932 0.3970
N -0.7419 0.4531 0.7808
H 0.3098 -1.9071 -0.0670
H 1.4100 0.5384 1.0584
H 0.7644 1.8542 -0.0811
H -1.5670 1.0309 0.7078
*
```

Here are the Löwdin charges for atoms 1 to 2, given in e: N 0.019; C -0.176

(3)
One molecule with the formula C3H4N2 in a non-equilibrium geometry, computed with ωB97M-V/def2-TZVPD.

Summary:
HOMO in hartree: -0.305
M in g/mol: 68.08
HOMO-LUMO gap in hartree: 0.2924
Largest force on an atom in eV/A: 7.20
Total energy in Eh: -226.04384
Relative energy (zero: lowest compared OMol25 entry of this formula, charge and spin) in kcal per mole: 113.8

Structure (ORCA input):
```
! wB97M-V def2-TZVPD RIJCOSX def2/J DEFGRID3
* xyz 0 1
C -0.8995 -0.0169 -0.0937
C 0.2257 -0.6411 0.4992
C 1.4230 0.0738 -0.0063
N -3.2757 -0.5580 0.0909
N -2.1377 -0.3611 -0.0214
H -0.7151 1.0245 -0.4934
H 2.2275 -0.7142 -0.1217
H 1.8500 0.4710 0.9411
H 1.3017 0.7220 -0.7946
*
```

Here are the Löwdin charges for atoms 1 to 2, given in e: C -0.271; C -0.072

(4)
One molecule with the formula C3H4N2, computed with ωB97M-V/def2-TZVPD.

Summary:
SMILES: c1c[nH]cn1
HOMO in hartree: -0.327
M in g/mol: 68.08
HOMO-LUMO gap in hartree: 0.3602
Largest force on an atom in eV/A: 0.62
Total energy in Eh: -226.22518
Relative energy (zero: lowest compared OMol25 entry of this formula, charge and spin) in kcal per mole: 0.0

Structure (ORCA input):
```
! wB97M-V def2-TZVPD RIJCOSX def2/J DEFGRID3
* xyz 0 1
C 0.6158 1.0644 0.0001
C -0.7006 0.7056 0.0000
N -0.7096 -0.6610 -0.0002
C 0.5863 -1.0577 0.0002
N 1.4020 -0.0438 -0.0002
H 1.0475 2.0447 0.0001
H -1.6006 1.2849 -0.0002
H -1.5259 -1.2502 -0.0002
H 0.8852 -2.0869 0.0003
*
```

Here are the Löwdin charges for atoms 1 to 2, given in e: C -0.175; C -0.122

(5)
One molecule with the formula C3H4N2O, computed with ωB97M-V/def2-TZVPD.

Summary:
HOMO in hartree: -0.331
M in g/mol: 84.08
HOMO-LUMO gap in hartree: 0.3494
Largest force on an atom in eV/A: 0.43
Total energy in Eh: -301.29955
Relative energy (zero: lowest compared OMol25 entry of this formula, charge and spin) in kcal per mole: 117.8

Structure (ORCA input):
```
! wB97M-V def2-TZVPD RIJCOSX def2/J DEFGRID3
* xyz 0 1
O -1.7173 -1.3729 -0.4769
C -0.5767 -0.4343 -0.1644
C -1.6986 0.0708 0.4210
N 1.2198 1.4425 0.3680
C 1.5531 0.3039 -0.0927
N 0.6207 -0.6808 -0.4457
H -1.7370 -2.0713 0.1985
H -2.3357 0.7669 -0.1163
H 2.0545 1.9913 0.5704
H 2.5848 -0.0228 -0.2574
*
```

Here are the Löwdin charges for atoms 1 to 2, given in e: O 0.018; C -0.403

(6)
One molecule with the formula C3H4N2O, computed with ωB97M-V/def2-TZVPD.

Summary:
SMILES: Oc1c[nH]cn1
HOMO in hartree: -0.305
M in g/mol: 84.08
HOMO-LUMO gap in hartree: 0.3388
Largest force on an atom in eV/A: 0.22
Total energy in Eh: -301.47080
Relative energy (zero: lowest compared OMol25 entry of this formula, charge and spin) in kcal per mole: 10.3

Structure (ORCA input):
```
! wB97M-V def2-TZVPD RIJCOSX def2/J DEFGRID3
* xyz 0 1
O -0.9536 -1.9879 0.4690
C -0.3481 -0.8134 0.1833
C -0.8530 0.4377 0.4040
N 0.1401 1.2857 -0.0560
C 1.1517 0.5171 -0.5170
N 0.8898 -0.7656 -0.3849
H -0.4094 -2.6780 0.0669
H -1.7836 0.7844 0.8226
H 0.1027 2.2918 -0.0634
H 2.0564 0.9353 -0.9382
*
```

Here are the Löwdin charges for atoms 1 to 2, given in e: O 0.056; C -0.432

(7)
C3H4N2O as an isolated structure in a non-equilibrium geometry, computed with ωB97M-V/def2-TZVPD.

Summary:
HOMO in hartree: -0.372
M in g/mol: 84.08
HOMO-LUMO gap in hartree: 0.4079
Largest force on an atom in eV/A: 2.82
Total energy in Eh: -301.37899
Relative energy (zero: lowest compared OMol25 entry of this formula, charge and spin) in kcal per mole: 67.9

Structure (ORCA input):
```
! wB97M-V def2-TZVPD RIJCOSX def2/J DEFGRID3
* xyz 0 1
C -1.6185 -0.0443 0.0221
C -0.1569 0.0567 0.0602
N 0.3331 -0.1432 -1.1437
O 1.6814 -0.2499 -0.9047
C 1.8458 0.0296 0.3761
N 0.7617 0.2945 1.0343
H -1.8309 -0.9674 -0.5561
H -2.3654 0.1136 0.7855
H -1.4918 0.9713 -0.4357
H 2.8414 -0.0609 0.7621
*
```

Here are the Löwdin charges for atoms 1 to 2, given in e: C -0.018; C -0.469

(8)
A 2-piece molecular cluster, C3H4N2O overall in a non-equilibrium geometry, computed with ωB97M-V/def2-TZVPD.

Summary:
SMILES: NC#[N+][O-].C#C
HOMO in hartree: -0.329
M in g/mol: 84.08
HOMO-LUMO gap in hartree: 0.3446
Largest force on an atom in eV/A: 1.17
Total energy in Eh: -301.27715
Relative energy (zero: lowest compared OMol25 entry of this formula, charge and spin) in kcal per mole: 131.8

Structure (ORCA input):
```
! wB97M-V def2-TZVPD RIJCOSX def2/J DEFGRID3
* xyz 0 1
N -2.0333 -0.5561 -0.0677
C -0.7972 -1.1039 -0.0270
N 0.2110 -1.6616 0.0761
O 1.3291 -2.1598 0.1680
H -2.2272 0.0570 0.7150
H -2.2685 -0.1276 -0.9552
C 1.7515 0.8715 0.0511
C 1.1610 1.9189 -0.0063
H 2.2121 -0.0992 0.1033
H 0.6614 2.8609 -0.0573
*
```

Here are the Löwdin charges for atoms 1 to 2, given in e: N 0.104; C -0.120

(9)
One molecule with the formula C3H4N2O in a non-equilibrium geometry, computed with ωB97M-V/def2-TZVPD.

Summary:
SMILES: [H]/N=C/OCC#N
HOMO in hartree: -0.403
M in g/mol: 84.08
HOMO-LUMO gap in hartree: 0.4314
Largest force on an atom in eV/A: 1.12
Total energy in Eh: -301.43251
Relative energy (zero: lowest compared OMol25 entry of this formula, charge and spin) in kcal per mole: 34.3

Structure (ORCA input):
```
! wB97M-V def2-TZVPD RIJCOSX def2/J DEFGRID3
* xyz 0 1
H 2.5447 -0.3124 -1.0272
N 1.6067 -0.0069 -0.7857
C 1.2601 -0.4621 0.3377
O 0.0668 -0.2042 0.9153
C -0.8393 0.6087 0.1792
C -2.0138 -0.1821 -0.2205
N -2.9519 -0.7800 -0.5335
H 1.8396 -1.1016 1.0074
H -0.3521 1.0196 -0.7087
H -1.1608 1.4210 0.8360
*
```

Here are the Löwdin charges for atoms 1 to 2, given in e: H 0.059; N 0.112

(10)
One molecule with the formula C3H4N2O in a non-equilibrium geometry, computed with ωB97M-V/def2-TZVPD.

Summary:
HOMO (spin up / spin down) in hartree: -0.321 / -0.321
M in g/mol: 84.08
HOMO-LUMO gap (spin up / spin down) in hartree: 0.3039 / 0.3039
Largest force on an atom in eV/A: 2.88
Total energy in Eh: -301.24751
Relative energy (zero: lowest compared OMol25 entry of this formula, charge and spin) in kcal per mole: 150.4

Structure (ORCA input):
```
! wB97M-V def2-TZVPD RIJCOSX def2/J DEFGRID3
* xyz 0 1
C -1.4386 -0.5584 -0.1699
C 0.1081 0.7362 0.7014
C 1.3307 1.1091 0.2256
O 2.0204 0.0660 -0.2785
N 1.2347 -1.0267 -0.2538
N 0.1274 -0.6002 0.3281
H -1.4122 -1.4096 -0.8262
H -2.0172 -0.7049 0.7395
H -1.7940 0.3426 -0.6950
H 1.8406 2.0460 0.2289
*
```

Here are the Löwdin charges for atoms 1 to 2, given in e: C 0.022; C -0.118